Formula: C2H5NP2
Source: the Open Molecules 2025 dataset
Level of theory: ωB97M-V/def2-TZVPD

Energy relative to the best compared isomer or geometry (same formula, charge and spin) in kcal per mole: 69.9
Total energy in Ha: -816.51687
HOMO level (alpha / beta) in eV: -8.2 / -8.2
Kohn-Sham gap (alpha / beta) in eV: 6.995 / 7.001
LUMO (alpha / beta) in eV: -1.17 / -1.16

Each line ends with the Löwdin charge.
Element x y z (Å)
H: 0.213 1.833 0.395  -0.140
P: -1.227 1.773 0.676  0.736
C: -1.282 0.163 1.074  -0.791
N: -0.377 -0.877 1.118  -0.349
P: 0.632 -1.202 -0.115  0.839
C: 0.965 -0.081 -1.366  -0.265
H: -2.432 -0.115 1.230  0.055
H: 1.619 -1.839 0.578  -0.018
H: 1.674 -0.347 -2.157  -0.007
H: 0.214 0.691 -1.433  -0.061